Entry 1:
Density functional theory data (wB97M-V/def2-TZVPD) for a structure of composition C44H31F6LaN10P2S in a non-equilibrium geometry.

Geometry as XYZ:
```
95
Properties=species:S:1:pos:R:3:forces:R:3
C 2.022386 0.358105 -4.288581 0.1 0.1 0.1
C -1.741388 0.271167 -0.438325 -1.3 0.6 -0.2
C 0.849657 3.474160 5.232904 0.1 0.1 0.2
H 1.655390 2.829571 0.727599 0.0 0.0 0.1
C 3.425416 0.421132 2.459067 -0.2 -0.1 0.3
H 4.117772 0.908322 -1.599426 -0.1 -0.1 0.0
N 2.901353 -3.290406 -1.013604 0.3 0.2 0.7
P -0.346303 0.822690 2.394845 -0.1 0.0 1.0
H 0.056781 2.902306 -3.255215 -0.1 0.1 0.0
H -5.184211 1.116338 2.347973 0.0 0.0 0.0
C -3.888079 2.027376 -0.978412 0.0 0.0 0.0
H 2.741565 -0.358964 -3.912769 0.0 0.0 0.0
H 0.339752 1.127399 -7.119615 0.0 0.0 -0.1
C 0.699748 2.727498 4.081382 -0.1 -0.1 -0.1
H 1.196082 -0.164113 4.079465 -0.1 -0.1 -0.1
C 3.019333 3.675574 -2.247479 0.0 -0.1 -0.1
H -2.860755 1.950321 2.366267 -0.1 0.1 -0.1
C 3.474933 5.359954 -0.601726 0.1 0.1 0.1
C 1.633660 0.309814 -5.616444 0.0 0.0 -0.2
N 1.747762 -2.900363 -1.589610 0.2 -0.9 -1.6
F -1.662649 -8.243757 1.841663 0.0 0.3 -0.2
H -1.415475 -2.050943 2.824793 0.0 0.0 -0.1
H 5.073171 1.002764 1.072118 0.1 0.1 -0.1
H 0.634188 -1.383332 2.908516 0.1 0.0 0.1
C 3.594957 4.883605 -1.898709 0.1 0.1 0.0
C -2.579741 -6.788618 0.218233 0.1 0.1 0.1
P 1.654181 1.263896 -1.629258 0.9 0.3 -0.8
C 3.237693 0.358153 -1.250215 -0.1 -0.2 0.0
F -3.514982 -5.282556 -1.336469 0.2 0.0 0.1
C -0.357499 1.830140 3.941218 0.0 0.2 -0.1
H -5.617473 -1.310389 2.561642 0.0 0.0 0.0
C 0.519625 2.195863 -3.931417 0.1 0.0 0.0
S 0.355300 -3.579892 1.509155 0.7 0.7 0.3
C 2.171801 -0.075569 2.159419 0.1 -0.1 0.1
C 1.755866 -3.531398 -2.777630 0.6 -0.1 0.6
N 0.754931 -3.456167 -3.719414 0.0 -0.2 -0.2
N 2.015909 -0.177557 0.810006 0.5 0.2 0.3
H -2.088232 1.009005 4.909249 0.0 0.0 0.0
C -3.063012 0.891470 2.469794 0.1 0.0 0.1
C -2.230222 -1.345674 2.722192 0.2 0.1 0.2
H 1.420825 2.800531 3.278510 0.1 0.1 -0.1
C -0.060267 3.342383 6.270164 0.0 0.0 0.1
H -3.288333 -1.236658 -0.564985 0.0 -0.1 0.0
C -1.666634 -4.584820 -0.025008 0.6 0.2 0.4
H 3.217429 -0.637350 -1.708639 0.1 0.0 -0.1
C 0.131642 2.144856 -5.253562 0.0 0.1 -0.1
F 0.103071 -6.346956 2.610397 -0.3 0.0 -0.3
C -2.624879 2.545594 -0.788320 -0.2 0.2 -0.1
N -1.080777 -0.537523 -3.455629 -0.4 0.7 0.0
H -2.459494 3.614521 -0.846866 0.0 0.1 0.0
H -1.818300 2.335800 6.958270 0.0 0.0 0.0
C -4.600576 -0.937668 2.570809 -0.1 -0.1 0.1
C 3.181927 0.249735 0.245694 0.4 0.1 0.1
N -1.295286 -0.871174 -4.672975 -0.4 0.4 0.1
C -0.034078 -2.337324 -3.849121 -0.3 0.4 -0.3
H 2.682930 5.004047 1.357270 0.0 0.0 0.1
C 1.469389 1.304220 -3.435459 -0.1 0.0 0.0
H 0.952156 -3.951764 -4.576153 -0.1 0.1 0.1
H 3.936530 6.300002 -0.329144 0.0 0.1 0.0
C 2.320955 2.937272 -1.298496 -0.4 -0.1 0.2
C 2.199807 3.420918 0.000474 -0.1 -0.1 -0.1
F -4.933644 2.882777 -1.244011 0.2 -0.2 0.1
C -1.585742 1.663734 -0.534221 0.1 -0.1 0.0
H 2.048345 -0.448752 -6.266418 0.0 0.0 0.0
H 4.146625 5.453087 -2.637391 0.0 0.0 0.0
C 4.076502 0.627244 1.226214 0.2 0.1 -0.5
H -5.120360 0.292624 -1.054660 -0.2 0.0 0.0
C -3.058516 -0.178423 -0.631423 0.4 0.2 0.0
H 1.681388 4.158950 5.331093 0.1 0.0 0.0
H -0.627253 2.820991 -5.624709 0.0 0.0 0.0
C -3.535172 -1.813225 2.700317 -0.2 -0.1 0.0
H 3.111953 3.297495 -3.257572 0.0 0.0 0.0
H 3.835454 0.607943 3.437428 0.0 0.0 0.2
C 0.684282 1.195357 -6.097912 0.1 0.0 -0.1
N 2.846634 -4.276160 -2.925015 -0.7 0.1 -0.7
C -0.712329 -4.787771 0.997526 -1.0 -0.8 -0.3
H -0.597910 2.104901 -0.397795 -0.2 0.0 0.1
C -0.752005 -6.066302 1.608326 0.1 0.5 -0.2
C -2.587068 -5.540123 -0.398177 -0.3 -0.2 -0.1
C -1.115580 2.454693 6.142223 0.0 0.1 0.2
N 3.527268 -4.089564 -1.793202 0.4 -0.1 0.3
N -0.274624 -1.446151 -2.871157 0.1 -0.8 -1.8
C 0.986035 -0.355332 3.024415 -0.2 0.0 -0.3
C -4.360756 0.423928 2.461388 0.0 0.1 0.1
H -3.724737 -2.874646 2.776181 0.0 -0.1 0.0
C -4.120673 0.672752 -0.901036 -0.4 0.1 -0.1
N -0.660409 -2.003279 -4.974095 0.6 -0.9 0.2
F -3.461139 -7.746977 -0.155879 0.2 0.3 0.1
C -1.983430 0.016873 2.606051 0.1 0.1 -0.1
H 0.060592 3.916114 7.180124 0.0 0.0 0.0
C 2.776629 4.629407 0.346529 0.1 0.2 0.1
C -1.652173 -7.038680 1.228187 -0.3 -0.2 -0.2
C -1.266545 1.706983 4.987532 0.0 -0.1 0.0
F -1.682166 -3.366430 -0.653666 -0.2 -0.6 0.2
La 0.243296 -1.229605 -0.555611 0.0 -0.9 2.5
```
Forces are in eV/Å.

Values from the calculation:
**Strongest force on any atom**: 2.6 eV/A
**Net charge**: -2
**Gap between HOMO and LUMO**: 0.24377 Ha
**Energy relative to the best compared isomer or geometry (same formula, charge and spin)**: 159.7 kJ/mol
**Multiplicity**: 1
**HOMO level**: -0.0966 Eh

Entry 2:
Density functional theory data (wB97M-V/def2-TZVPD) for a structure of composition C44H32Br4INO3P2S2Sr in a non-equilibrium geometry.

Geometry as XYZ:
```
90
Properties=species:S:1:pos:R:3:forces:R:3
C -1.265552 -5.806777 0.607450 0.4 0.7 -0.4
C -2.701077 -1.526596 3.073448 -0.1 -0.3 -0.1
C 4.268894 1.004979 -0.830536 -0.1 0.0 0.0
H 4.549895 1.603972 -1.686551 0.1 -0.1 0.0
C -1.211112 2.512121 2.209197 0.5 0.1 0.7
P -1.269974 1.609622 -0.719589 -4.2 4.8 -3.6
C 3.372258 -0.555309 1.199588 -0.2 0.1 0.4
H 4.676261 -0.937723 -1.722353 0.2 0.2 -0.1
C -3.260577 1.623261 3.097056 0.1 -0.1 -0.3
H -4.866518 4.632627 0.407062 0.0 0.0 0.0
N 3.946711 -1.134894 0.161653 0.1 -0.3 -0.1
H -1.915106 -2.162638 -6.709611 -0.1 0.0 0.0
S -0.028112 -0.458002 1.442403 1.8 -1.5 5.1
C 0.594896 -0.034853 -7.493261 0.0 -0.1 0.2
C -3.722787 -2.064950 3.837031 0.1 0.0 0.0
C -1.834753 2.423757 -5.188564 0.0 0.0 -0.3
H -1.678560 -1.485178 3.439711 -0.1 0.0 0.0
H -4.186071 2.815961 4.603334 0.0 0.1 0.0
C -1.585694 2.006532 -2.469943 0.2 0.0 -0.7
C 4.348977 -0.381295 -0.852309 -0.2 0.1 0.0
C -2.459267 0.371836 -0.505924 -1.3 3.6 2.7
C -2.985186 5.666966 0.271284 -0.2 0.4 0.1
H -2.846850 0.318721 -2.717045 -0.2 0.1 -0.1
C -1.264123 3.594019 3.070225 -0.2 -0.1 -0.1
C -0.491549 -0.878438 -7.667525 0.1 0.1 -0.2
H -2.531999 -3.291241 -4.781608 -0.1 -0.1 0.0
C -5.021571 -2.045062 3.344763 -0.3 -0.1 0.2
C -3.238808 3.302613 -0.004525 0.2 0.2 0.2
C -2.500013 1.368492 -4.588870 -0.2 0.1 0.0
H -1.187218 -3.774408 -3.660707 -0.1 -0.1 -0.2
H -4.021941 0.852254 3.080987 0.0 0.1 0.2
C -2.985246 -1.002817 1.818735 -0.1 0.4 0.4
H -0.993485 6.459174 0.139754 0.0 0.0 0.0
C -0.553552 -1.300553 -5.295044 0.7 0.6 -0.7
H -5.830816 -2.434680 3.953270 0.0 0.0 0.0
C 1.157276 0.119537 -6.229382 0.2 0.1 -0.1
H -1.942548 2.599395 -6.252988 0.0 -0.1 0.0
O -1.583672 -2.573989 -1.009408 -2.9 -5.5 1.2
H 2.973481 -1.216027 1.962378 0.1 0.0 0.0
H -3.120445 0.708302 -5.182661 0.0 0.0 -0.1
Br -3.073097 -7.739644 1.726383 0.0 -0.2 0.2
H -0.493654 4.357361 3.054131 0.0 0.0 0.0
Br 1.078297 -2.883414 -2.038106 1.6 -0.8 -0.2
S 0.634384 1.350181 -0.725386 4.4 4.3 -0.4
Br -5.410616 -5.660261 0.716420 -0.2 0.2 0.0
H -0.900226 -1.024737 -8.659428 -0.1 0.0 0.0
C -2.175556 1.513839 2.238155 0.8 0.5 0.2
C -3.589195 -5.249095 0.446322 -0.1 -1.0 0.4
H -4.444648 -0.528708 0.350955 -0.1 -0.1 0.1
C -1.861025 3.215700 -0.180159 0.0 0.7 -0.3
Br 0.096137 -7.082424 0.871681 0.4 -0.2 0.1
H -6.326895 -1.493702 1.735124 0.0 -0.1 0.0
H -3.781172 2.356618 -0.002035 -0.1 0.4 -0.1
C -5.304664 -1.518275 2.092764 0.0 0.0 0.0
Sr -0.661199 -0.724065 -0.870772 6.6 -8.3 -5.9
C -1.012326 3.257166 -4.439017 0.0 0.1 0.1
C -0.984867 -4.666858 -0.059986 0.6 -1.1 0.3
H -3.510018 -2.467038 4.821343 -0.1 0.0 0.0
C -2.611345 -6.100884 0.920540 -0.7 0.4 -0.5
H -2.500383 -2.862614 -2.974146 -0.5 -0.4 -0.4
C -1.044458 4.338304 -0.173271 0.0 -0.2 0.4
C -1.165377 -1.765147 -4.040059 0.4 0.1 1.3
C -3.799621 4.541735 0.241130 0.0 0.0 -0.1
C -1.951160 -3.023515 -3.905527 0.2 0.5 0.4
P -1.815598 0.175229 1.083957 -5.9 -1.0 4.0
H 3.531298 2.691420 0.295329 0.1 -0.1 0.0
H -0.469578 4.066732 -4.914232 0.0 0.0 0.0
H -0.233834 3.665666 -2.476387 0.0 -0.1 -0.2
C -3.335484 -4.093686 -0.374882 0.7 0.8 0.0
C -0.884394 3.041056 -3.080291 -0.1 0.1 -0.3
H -3.424588 6.641452 0.455051 0.0 0.0 0.0
O -0.895984 -1.144126 -3.009927 -1.0 -0.5 -4.4
H 1.011254 0.494350 -8.340934 0.0 0.0 0.0
I 2.011514 1.656222 2.818186 1.2 0.2 0.1
O -4.210525 -3.338554 -0.793000 0.0 -0.2 -0.1
H -2.413507 4.528841 4.611156 0.0 0.0 0.0
H -0.379082 2.405355 1.515324 0.0 0.0 0.5
C -1.057740 -1.517317 -6.576099 -0.2 -0.1 0.5
C -4.282073 -0.983085 1.322419 0.1 -0.4 0.1
C 3.700856 1.619525 0.275035 -0.3 0.1 0.1
C -2.382596 1.157042 -3.219600 0.1 0.5 -0.2
C 0.604729 -0.513720 -5.137606 -0.7 -0.6 0.2
C -2.344104 3.687768 3.930096 0.0 0.4 0.3
C -3.337945 2.722856 3.934526 -0.3 -0.1 0.1
H 0.975872 -0.492972 -4.116426 0.3 0.4 -0.2
C -1.614637 5.572013 0.079270 0.1 0.1 -0.1
H 2.032564 0.746290 -6.117161 0.0 0.0 0.1
C -1.864466 -3.734129 -0.538645 -0.8 2.3 -0.7
C 3.215292 0.820845 1.299469 -0.2 0.2 0.1
H 0.034074 4.188692 -0.244009 -0.2 0.2 -0.1
```
Forces are in eV/Å.

Values from the calculation:
**Strongest force on any atom**: 12.2 eV/A
**Net charge**: -2
**Gap between HOMO and LUMO (alpha / beta)**: 0.20534 / 0.21210 Ha
**Energy relative to the best compared isomer or geometry (same formula, charge and spin)**: 1273.0 kJ/mol
**Multiplicity**: 1
**HOMO level (alpha / beta)**: -0.0739 / -0.0738 Eh